C10H18NOP | ωB97M-V/def2-TZVPD

Geometry as XYZ:
```
31
Properties=species:S:1:pos:R:3:lowdin_charge:R:1
P 3.468 -0.194 0.768 0.819
O -1.687 0.259 1.105 -0.135
N 1.978 -0.505 0.072 -0.291
C 1.427 -1.645 0.088 -0.208
C 0.798 2.478 0.144 -0.008
C -0.690 -2.737 0.433 -0.032
C -3.286 1.780 0.190 -0.024
C -3.068 0.388 0.935 -0.204
C 0.178 1.315 0.280 -0.027
C 0.113 -1.907 -0.563 -0.313
C -0.617 -0.649 -1.023 -0.091
C 3.953 0.585 -0.895 -0.286
C -0.707 0.349 0.085 -0.270
H 1.621 2.832 0.797 0.043
H 0.252 -2.365 -1.561 0.153
H -0.109 -3.551 0.845 0.088
H -1.168 -2.032 1.059 0.070
H 1.878 -2.491 0.601 0.100
H -1.455 -3.159 -0.056 0.039
H 4.713 1.255 -0.864 -0.016
H 2.889 1.063 1.536 -0.033
H -0.178 -0.248 -1.838 0.091
H 0.608 3.237 -0.580 0.043
H -4.336 2.021 0.410 0.082
H 3.075 1.066 -1.203 -0.001
H -2.721 2.425 0.706 0.023
H -2.892 1.808 -0.795 0.066
H 4.297 -0.242 -1.413 -0.004
H -3.349 -0.546 0.276 0.141
H -1.556 -0.836 -1.414 0.104
H -3.430 0.245 1.876 0.082
```

- ΔE to the lowest compared entry with this formula, charge and spin (kJ/mol) = 260.7
- charge = 0
- structure (SMILES) = C=C=C(C[C@H](C)/C=N/PC)OCC

***

C10H18O | ωB97M-V/def2-TZVPD

Geometry as XYZ:
```
29
Properties=species:S:1:pos:R:3:lowdin_charge:R:1
O -1.913 0.687 4.498 0.086
C -1.134 -2.046 1.448 -0.127
C 1.232 -0.064 -1.477 -0.153
C 1.173 0.813 -2.542 -0.315
C -0.561 -0.893 1.604 -0.383
C 0.122 -0.164 -0.605 -0.250
C -0.830 -0.024 2.547 -0.047
C 2.488 0.905 -3.586 -0.058
C 0.842 -0.455 0.737 -0.048
C 0.049 1.579 -2.978 -0.105
C -1.952 -0.116 3.628 -0.441
H -0.909 -2.849 0.733 0.105
H -0.371 0.825 -0.557 0.125
H 1.458 0.139 1.154 0.034
H -1.818 -1.223 4.117 0.149
H 0.092 2.281 -3.978 0.155
H -0.299 0.905 2.707 0.108
H -2.214 -1.788 1.176 0.136
H -3.017 0.043 3.039 0.175
H 2.871 2.048 -3.646 0.101
H 3.239 0.414 -3.178 -0.050
H 1.207 -1.534 0.552 0.133
H -1.320 -2.534 2.437 0.108
H -0.666 -0.811 -1.078 0.151
H -1.172 0.835 4.863 0.020
H -0.722 0.954 -3.187 0.054
H 2.428 -0.528 -1.424 0.185
H -0.279 2.134 -2.284 -0.001
H 1.979 0.467 -4.720 0.153
```

- ΔE to the lowest compared entry with this formula, charge and spin (kJ/mol) = 940.7
- charge = 0
- structure (SMILES) = CC(C)=CCC/C(C)=C/CO

***

C10H18O3 | ωB97M-V/def2-TZVPD

Geometry as XYZ:
```
31
Properties=species:S:1:pos:R:3:lowdin_charge:R:1
O 3.773 0.726 -0.073 -0.116
O 3.642 -0.177 -1.104 -0.095
O 1.143 -1.100 1.338 -0.014
C 0.668 0.379 -0.776 -0.107
C 3.311 -1.427 -0.599 -0.113
C -4.087 -0.130 -0.487 -0.140
C 1.616 0.053 0.507 -0.322
C -1.271 0.882 0.883 -0.137
C -0.369 1.387 -0.362 -0.169
C 2.546 1.205 0.567 -0.110
C -1.821 -0.597 0.692 -0.211
C 2.538 -1.094 0.730 -0.112
C -2.723 -0.897 -0.573 -0.278
H 3.035 -0.884 1.734 0.173
H 4.265 -2.015 -0.357 0.144
H -0.846 1.498 -1.299 0.094
H 2.119 2.137 0.104 0.126
H -2.683 -0.645 1.420 0.096
H -2.081 1.548 1.083 0.084
H -4.679 -0.566 0.405 0.087
H 2.750 -1.927 -1.336 0.114
H -0.606 0.916 1.703 0.079
H -4.044 1.055 -0.599 0.111
H -0.965 -1.376 0.826 0.117
H -2.955 -2.014 -0.526 0.119
H 0.144 -0.430 -1.261 0.113
H 1.292 0.735 -1.465 0.066
H 0.027 2.307 -0.045 0.081
H 3.011 1.640 1.562 0.180
H -4.701 -0.611 -1.275 0.051
H -2.050 -0.577 -1.418 0.090
```

- ΔE to the lowest compared entry with this formula, charge and spin (kJ/mol) = 818.8
- charge = 0
- structure (SMILES) = CCCCCC[C@]12COOC[C@@H]1O2

***

- What is the formula in the second record?
  C10H18O